Record 1
ORCA calculation (wB97M-V/def2-TZVPD) on C2H3DyO3 as an isolated structure.

Values from the calculation:
2S+1: 7
Net charge: +1
Calculated total energy, eV: -32341.8605
<S²>: 12.02

Geometry as XYZ:
```
9
Properties=species:S:1:pos:R:3:mulliken_charge:R:1
C -1.947 -0.381 -1.407 0.077
O -1.540 0.003 -0.208 -0.479
H -2.967 -0.115 -1.716 0.279
H -1.171 -0.621 -2.181 0.247
O 2.244 -0.944 1.312 -0.695
C 2.891 -0.031 0.719 0.553
O 2.369 1.119 0.631 -0.697
Dy 0.241 0.283 1.191 1.286
H 3.982 -0.140 0.592 0.429
```


Record 2
ORCA calculation (wB97M-V/def2-TZVPD) on a 4-piece molecular cluster, C18H38FN3O7 overall.

Values from the calculation:
2S+1: 1
SMILES: COCCCCCOC(=O)O[C@@H](C)F.CNC(C)=O.CNC(C)=O.CNC(C)=O
Net charge: 0
Relative energy (zero: lowest compared OMol25 entry of this formula, charge and spin), eV: 0.000

Geometry as XYZ:
```
67
Properties=species:S:1:pos:R:3:mulliken_charge:R:1
C -3.399 -1.092 1.142 -0.768
O -3.161 0.267 0.843 -0.355
C -1.873 0.718 1.236 -0.596
C -1.854 1.303 2.654 -0.926
C -1.175 0.417 3.712 -0.241
C -1.923 0.403 5.043 -0.532
C -1.161 -0.282 6.165 -0.689
O -0.684 -1.580 5.754 -0.357
C 0.513 -1.612 5.180 0.783
O 1.407 -0.831 5.327 -0.580
O 0.549 -2.704 4.384 -0.377
C 1.807 -3.043 3.855 0.372
C 1.848 -4.520 3.606 -1.335
F 1.942 -2.359 2.666 -0.243
H -2.886 -1.748 0.429 0.305
H -3.072 -1.352 2.154 0.264
H -4.471 -1.266 1.072 0.275
H -1.571 1.464 0.501 0.434
H -1.160 -0.113 1.167 0.334
H -1.329 2.258 2.610 0.429
H -2.887 1.518 2.938 0.429
H -0.153 0.765 3.883 0.411
H -1.090 -0.605 3.335 0.129
H -2.910 -0.051 4.920 0.307
H -2.094 1.434 5.367 0.321
H -1.809 -0.476 7.017 0.335
H -0.325 0.326 6.508 0.377
H 2.595 -2.690 4.518 0.395
H 0.921 -4.857 3.146 0.332
H 1.981 -5.040 4.554 0.370
H 2.701 -4.752 2.971 0.375
C 3.141 -2.143 -2.933 -1.037
C 2.393 -3.067 -2.003 0.652
O 2.005 -4.171 -2.351 -0.674
N 2.157 -2.615 -0.742 -0.075
C 2.528 -1.346 -0.154 -0.598
H 3.236 -2.642 -3.894 0.316
H 2.605 -1.204 -3.076 0.234
H 4.136 -1.926 -2.540 0.373
H 1.652 -3.269 -0.163 0.178
H 3.170 -1.496 0.713 0.241
H 1.643 -0.798 0.174 0.068
H 3.058 -0.732 -0.876 0.330
C 2.712 2.910 -4.592 -1.383
C 2.909 1.427 -4.813 0.856
O 2.097 0.604 -4.423 -0.656
N 4.033 1.034 -5.469 -0.131
C 5.098 1.859 -5.999 -0.864
H 1.775 3.045 -4.060 0.290
H 3.525 3.330 -3.998 0.385
H 2.666 3.446 -5.540 0.371
H 4.101 0.035 -5.588 0.221
H 5.193 1.728 -7.078 0.292
H 6.054 1.607 -5.537 0.295
H 4.892 2.906 -5.802 0.315
C -4.016 3.732 -3.346 -1.255
C -4.077 3.591 -1.840 0.861
O -3.818 4.524 -1.098 -0.662
N -4.431 2.379 -1.343 -0.108
C -4.756 1.167 -2.062 -0.837
H -3.720 4.751 -3.573 0.302
H -3.288 3.043 -3.775 0.334
H -4.988 3.530 -3.799 0.351
H -4.444 2.333 -0.335 0.162
H -5.769 0.839 -1.821 0.279
H -4.062 0.372 -1.783 0.232
H -4.694 1.319 -3.135 0.360
```


Record 3
ORCA calculation (wB97M-V/def2-TZVPD) on a 2-piece molecular cluster, CH6ClPSi2 overall.

Values from the calculation:
2S+1: 1
SMILES: [SiH3]C#P.[SiH3]Cl
Net charge: 0
Calculated total energy, eV: -38698.3578

Geometry as XYZ:
```
11
Properties=species:S:1:pos:R:3:mulliken_charge:R:1
C -1.292 -1.141 1.076 0.098
Si -2.313 -0.006 0.073 0.248
Si 2.480 0.612 -0.636 0.379
P -0.586 -2.111 2.113 -0.128
Cl 1.906 -0.424 0.954 -0.144
H -3.910 -0.415 0.067 -0.066
H -2.522 1.110 0.985 -0.066
H -1.705 -0.147 -1.313 -0.061
H 1.421 1.610 -1.064 -0.097
H 2.726 -0.452 -1.798 -0.072
H 3.795 1.362 -0.458 -0.090
```


Q: Among the records above, which one has the highest 2S+1?
A: C2H3DyO3